# C45H121N7O19

C45H121N7O19 as an isolated structure in a non-equilibrium geometry (ωB97M-V/def2-TZVPD, the OMol25 dataset).

Last column: Löwdin charge in e.
Geometry (Å):
C1 0.10049 3.45351 -0.32817  -0.109
O1 -1.10309 4.11308 -0.63397  -0.157
C2 -1.70972 4.55193 0.57083  -0.217
C3 -3.11370 5.02908 0.30353  -0.181
N1 -4.12178 3.99082 0.54003  -0.058
C4 -5.48095 4.50649 0.43306  -0.195
C5 -6.01201 4.84636 -0.96292  -0.215
O2 -5.36948 5.96169 -1.56138  -0.194
C6 -5.95535 7.18789 -1.17086  -0.109
H1 0.96169 4.06191 -0.03676  0.096
H2 0.42581 3.00520 -1.27003  0.064
H3 -0.07581 2.61713 0.35195  0.063
H4 -1.12465 5.32152 1.08694  0.127
H5 -1.76900 3.74752 1.31397  0.095
H6 -3.15670 5.46737 -0.69898  0.118
H7 -3.35779 5.87923 0.95003  0.119
H8 -3.89424 3.22280 -0.09064  0.090
H9 -5.41380 5.45189 0.98317  0.103
H10 -6.20256 3.86881 0.94909  0.116
H11 -7.10484 4.89294 -1.03397  0.118
H12 -5.79690 4.00003 -1.62209  0.102
H13 -5.75130 7.51468 -0.14755  0.084
H14 -7.04519 7.10398 -1.26866  0.084
H15 -5.63836 7.93668 -1.89499  0.089
C7 2.34586 4.20868 -3.06979  -0.105
O3 3.58202 3.51690 -3.09357  -0.199
C8 3.88710 2.90664 -1.84901  -0.233
C9 4.38134 3.84830 -0.74685  -0.206
N2 5.80358 4.16934 -0.84894  -0.052
C10 6.09455 5.41811 -1.57130  -0.200
C11 7.55163 5.50641 -1.96453  -0.245
O4 8.33877 5.68151 -0.80600  -0.191
C12 9.71356 5.42350 -1.01511  -0.111
H16 2.07540 4.66588 -2.11762  0.071
H17 1.49286 3.60175 -3.39400  0.070
H18 2.46494 4.99504 -3.81925  0.094
H19 4.69752 2.20345 -2.07599  0.119
H20 3.14333 2.20016 -1.45535  0.094
H21 4.21863 3.33078 0.20011  0.100
H22 3.71850 4.72554 -0.73232  0.110
H23 6.07185 4.28647 0.12163  0.104
H24 5.75088 6.28572 -0.99677  0.122
H25 5.46605 5.35885 -2.46320  0.116
H26 7.69578 6.23103 -2.77306  0.121
H27 7.80566 4.53859 -2.41667  0.120
H28 10.17745 5.78398 -0.09642  0.086
H29 10.14782 6.01405 -1.82832  0.085
H30 9.85812 4.35196 -1.17471  0.089
C13 1.41447 -3.81932 -1.54173  -0.113
O5 0.83164 -4.92710 -0.88681  -0.153
C14 1.68077 -5.52016 0.07247  -0.222
C15 1.29521 -6.92391 0.46435  -0.213
N3 1.40728 -7.87988 -0.64160  -0.053
C16 0.97028 -9.20925 -0.25809  -0.229
C17 1.64638 -10.31595 -1.06795  -0.217
O6 1.09588 -10.30108 -2.37745  -0.197
C18 1.83578 -11.06383 -3.29061  -0.133
H31 0.80070 -3.39975 -2.33875  -0.008
H32 2.29279 -4.22246 -2.05902  0.117
H33 1.68607 -2.99539 -0.87934  0.104
H34 1.59743 -4.87897 0.95995  0.112
H35 2.72321 -5.54105 -0.26176  0.128
H36 0.31719 -7.01931 0.95486  0.118
H37 2.03825 -7.25068 1.19732  0.121
H38 0.78508 -7.58337 -1.38747  0.114
H39 -0.09719 -9.29974 -0.02667  0.123
H40 1.39288 -9.43904 0.73450  0.114
H41 1.42844 -11.29124 -0.61675  0.122
H42 2.71452 -10.10080 -1.15768  0.121
H43 1.69175 -12.14140 -3.10361  0.084
H44 2.90759 -10.85744 -3.27862  0.087
H45 1.37779 -10.99434 -4.27797  0.085
C19 -6.24190 1.88926 -3.93659  -0.081
O7 -5.38499 0.75944 -3.99838  -0.237
C20 -6.01392 -0.43673 -3.60689  -0.227
C21 -5.25575 -1.69674 -3.95133  -0.185
N4 -4.20465 -1.99217 -2.95692  -0.055
C22 -3.52192 -3.24255 -3.22273  -0.214
C23 -2.28353 -3.34044 -2.32198  -0.219
O8 -1.46886 -2.23414 -2.62440  -0.137
C24 -0.25512 -2.26578 -1.84706  -0.099
H46 -6.58852 2.00843 -2.90721  0.082
H47 -7.08924 1.77759 -4.61970  0.092
H48 -5.61559 2.69967 -4.30776  0.099
H49 -6.97998 -0.57782 -4.11576  0.120
H50 -6.28278 -0.34777 -2.54681  0.124
H51 -4.69191 -1.51592 -4.88140  0.130
H52 -5.89197 -2.55158 -4.17551  0.119
H53 -3.52247 -1.24711 -3.09254  0.067
H54 -3.15145 -3.32420 -4.25820  0.120
H55 -4.17707 -4.10775 -3.09694  0.117
H56 -1.77883 -4.29638 -2.50721  0.130
H57 -2.62986 -3.31235 -1.28085  0.088
H58 -0.38283 -2.63913 -0.83273  0.096
H59 0.09707 -1.23666 -1.88840  -0.021
H60 0.46017 -2.88921 -2.38775  -0.010
C25 4.40358 -2.22715 5.37404  -0.102
O9 3.98838 -2.67169 4.08262  -0.191
C26 4.33264 -1.71406 3.10034  -0.228
C27 3.82047 -2.22352 1.76295  -0.183
N5 3.98583 -1.19668 0.72673  -0.069
C28 5.32973 -0.99910 0.18553  -0.184
C29 5.76101 -2.16581 -0.70810  -0.201
O10 4.78423 -2.57863 -1.66966  -0.195
C30 4.69905 -1.69357 -2.76639  -0.111
H61 3.87274 -2.82261 6.11635  0.084
H62 4.10196 -1.19073 5.54259  0.086
H63 5.48061 -2.38375 5.45010  0.088
H64 5.41331 -1.56875 3.01346  0.123
H65 3.81679 -0.75372 3.20494  0.124
H66 2.75179 -2.42904 1.85644  0.100
H67 4.26948 -3.18620 1.48892  0.117
H68 3.41973 -1.51467 -0.05446  0.084
H69 6.08276 -0.77314 0.94036  0.120
H70 5.33314 -0.12492 -0.47749  0.111
H71 5.80518 -3.04300 -0.06147  0.113
H72 6.67489 -1.91281 -1.24848  0.121
H73 5.57368 -1.09831 -3.04075  0.095
H74 3.87625 -0.98344 -2.61483  0.069
H75 4.37127 -2.25068 -3.64542  0.089
C31 -5.48356 5.25513 5.68728  -0.137
O11 -4.68626 4.11406 5.60194  -0.184
C32 -4.05256 3.96317 4.33788  -0.214
C33 -3.75832 2.49300 4.11310  -0.194
N6 -3.02944 2.33578 2.85815  -0.053
C34 -2.77509 0.96227 2.44023  -0.180
C35 -2.12574 0.96185 1.05515  -0.199
O12 -3.01185 1.47481 0.07237  -0.236
C36 -3.90247 0.55021 -0.54845  -0.060
H76 -6.21958 5.30543 4.87811  0.085
H77 -4.90513 6.18941 5.71927  0.087
H78 -6.02420 5.28443 6.63563  0.085
H79 -3.11093 4.52121 4.38778  0.128
H80 -4.62705 4.40875 3.51957  0.110
H81 -4.70190 1.93672 4.19185  0.125
H82 -3.09242 2.13191 4.90023  0.081
H83 -3.54289 2.83427 2.12635  0.068
H84 -3.75967 0.46658 2.37459  0.113
H85 -2.23320 0.36678 3.17880  0.101
H86 -1.87197 -0.05235 0.72758  0.109
H87 -1.21237 1.55478 1.09581  0.070
H88 -4.41339 1.17650 -1.27809  0.084
H89 -4.48745 0.08222 0.24631  0.087
H90 -3.39899 -0.23979 -1.11485  0.072
C37 -3.49863 -2.77771 1.14120  -0.087
O13 -2.50115 -2.76398 2.15233  -0.200
C38 -1.16550 -2.88427 1.66636  -0.202
C39 -0.27276 -2.92798 2.90174  -0.191
N7 -0.53416 -1.79418 3.76762  -0.064
C40 0.17427 -1.78515 5.04580  -0.193
C41 -0.50224 -0.93512 6.08612  -0.213
O14 -0.55492 0.41672 5.64315  -0.192
C42 -1.30770 1.24228 6.51704  -0.112
H91 -3.76367 -3.82250 0.94302  0.095
H92 -3.16096 -2.34575 0.19640  0.056
H93 -4.35682 -2.26500 1.57033  0.089
H94 -0.95731 -2.00461 1.04925  0.096
H95 -1.01904 -3.82032 1.11991  0.126
H96 0.76168 -3.01818 2.56123  0.102
H97 -0.50330 -3.88794 3.38697  0.126
H98 -1.53477 -1.77062 3.93207  0.107
H99 1.20217 -1.46674 4.84315  0.118
H100 0.29734 -2.80934 5.42607  0.123
H101 0.03985 -1.00956 7.03165  0.127
H102 -1.54069 -1.27132 6.19720  0.129
H103 -1.11343 2.25568 6.17425  0.093
H104 -1.07372 1.17153 7.58185  0.090
H105 -2.37764 1.03605 6.41961  0.079
C43 -1.75432 1.67487 -3.26211  -0.116
O15 -2.71034 0.73562 -3.74649  -0.137
H106 -0.80501 1.18192 -3.06173  0.052
H107 -1.66155 2.45943 -4.01642  0.086
H108 -2.09608 2.10050 -2.31404  0.068
H109 -3.60019 1.11635 -3.81582  0.042
C44 2.48529 1.09776 -4.34828  -0.156
O16 2.41997 -0.23137 -4.85771  -0.111
H110 1.51020 1.53155 -4.12169  0.064
H111 3.05494 1.10630 -3.41603  0.045
H112 3.06337 1.73405 -5.02299  0.089
H113 1.58846 -0.30289 -5.33353  0.076
C45 0.64866 0.08772 -1.36468  -0.167
O17 1.16357 -0.72526 -0.35104  -0.087
H114 1.32568 0.90536 -1.64618  0.082
H115 0.51970 -0.49546 -2.28132  0.075
H116 -0.29293 0.53228 -1.02763  0.100
H117 0.87476 -0.39255 0.50486  0.054
O18 3.10708 1.40412 1.32022  -0.096
H118 3.73086 0.66252 1.17922  -0.003
H119 2.29798 0.96072 1.63268  -0.023
O19 0.64303 0.61006 2.34865  -0.052
H120 0.13167 1.26948 2.83352  0.069
H121 0.34401 -0.24588 2.70818  0.031

The HOMO energy comes out at -7.48 eV. The lowest unoccupied orbital energy comes out at 0.661 eV.